Entry 1:
ORCA calculation (ωB97M-V/def2-TZVPD) on one molecule with the formula C6H12O2 in a non-equilibrium geometry.

As for the multiplicity: 1. As for the SMILES: C[C@@H]1C[C@H]1C(C)(O)O. For the energy above the lowest of the compared OMol25 structures with the same formula, charge and spin, the calculation gives 1.3482 eV. Its net charge is 0. The calculation puts the orbital gap at 10.5 eV. The calculated total energy comes out at -386.27061 a.u.

Each line ends with the natural charge from an NBO analysis.
Positions of all 20 atoms, in Å:
C -2.3324 0.9737 -0.1351  -0.603
C -1.0452 0.6493 0.5400  -0.222
C 0.0788 1.6509 0.6122  -0.425
C 0.2373 0.4720 -0.3159  -0.265
C 1.1176 -0.6905 -0.0229  0.498
C 0.7030 -1.9367 -0.7884  -0.646
O 1.2235 -0.9488 1.3531  -0.719
O 2.4385 -0.2484 -0.5080  -0.744
H -2.8947 0.0550 -0.3297  0.209
H -2.1793 1.4863 -1.0900  0.202
H -2.9464 1.6185 0.5016  0.207
H -1.1868 0.0145 1.4084  0.226
H -0.0735 2.6258 0.1622  0.215
H 0.6699 1.6738 1.5217  0.226
H 0.1533 0.6642 -1.3802  0.229
H 0.6026 -1.7310 -1.8588  0.227
H -0.2506 -2.3274 -0.4170  0.223
H 1.4564 -2.7243 -0.6804  0.215
H 1.5993 -1.8392 1.4357  0.477
H 2.6286 0.5624 -0.0086  0.470


Entry 2:
ORCA calculation (ωB97M-V/def2-TZVPD) on C18H34AsN4PtSSi as an isolated structure in a non-equilibrium geometry.

As for the multiplicity: 5. Its net charge is +3. The calculation puts the orbital gap (alpha / beta) at 7.8 / 4.8 eV. The calculated total energy comes out at -3966.93930 a.u.

Each line ends with the natural charge from an NBO analysis.
Positions of all 60 atoms, in Å:
Pt 7.4066 7.6105 16.1018  0.924
C 4.8248 10.0381 17.4461  -0.662
C 5.8088 9.2993 18.3522  0.310
C 5.6032 9.2678 19.7644  -0.152
C 6.5878 8.8016 20.6239  -0.136
C 7.6920 8.1481 20.0282  -0.153
C 7.7353 7.9479 18.6572  0.331
N 6.8345 8.5732 17.8633  -0.555
N 8.5506 7.2077 17.8803  -0.792
Si 9.3821 5.7791 18.5903  1.720
C 10.2825 4.8425 17.1970  -1.109
C 10.5629 5.9200 19.9780  -1.160
C 8.1130 4.6385 19.3951  -1.091
H 5.3836 10.6032 16.6337  0.245
H 4.2585 10.7714 17.9872  0.268
H 4.2039 9.2523 17.0016  0.232
H 4.6600 9.7904 20.1337  0.270
H 6.4701 8.9196 21.7233  0.288
H 8.4917 7.6250 20.6167  0.267
H 10.8059 5.4727 16.4957  0.209
H 9.5410 4.2455 16.6243  0.248
H 10.9756 4.1140 17.5508  0.280
H 11.0908 4.9140 20.0508  0.293
H 10.0554 6.0181 20.9454  0.254
H 11.3634 6.6326 19.9131  0.264
H 7.1973 4.3892 18.8156  0.252
H 7.7813 5.2006 20.3147  0.241
H 8.7034 3.7157 19.5792  0.280
C 11.6146 6.7838 13.6156  -0.915
As 10.1752 7.9181 14.3258  1.345
C 9.6958 9.3621 13.1651  -0.941
C 10.9765 8.6755 16.0221  -0.873
S 8.6069 6.4408 14.6383  -0.073
H 12.2056 6.2538 14.3031  0.276
H 12.3075 7.4925 13.1656  0.269
H 11.1787 6.0949 12.8967  0.269
H 10.5731 9.5691 12.5696  0.290
H 9.3280 10.2846 13.7137  0.287
H 8.8376 9.0044 12.6032  0.262
H 11.6301 7.8851 16.3550  0.255
H 10.1016 8.7473 16.6858  0.235
H 11.5261 9.6272 15.9564  0.293
N 5.6832 7.9084 15.1307  -0.456
C 4.7996 8.2913 14.4814  0.612
N 3.6912 8.6385 13.8210  -0.247
C 2.6578 9.5168 14.3152  -0.242
C 1.6789 9.7829 13.1318  -0.402
C 1.0344 8.3818 12.7894  -0.415
C 2.1970 7.3890 12.3510  -0.427
C 3.5541 8.0442 12.4842  -0.223
H 3.0925 10.4182 14.7935  0.246
H 2.0835 9.0573 15.0678  0.246
H 2.2590 10.1922 12.2839  0.221
H 0.9742 10.5071 13.5056  0.264
H 0.3844 8.4678 11.9215  0.257
H 0.4176 7.9650 13.6128  0.237
H 2.0971 7.1046 11.3116  0.262
H 2.1649 6.4236 12.9098  0.236
H 3.7670 8.7985 11.7211  0.254
H 4.3017 7.2308 12.4873  0.233


Entry 3:
ORCA calculation (ωB97M-V/def2-TZVPD) on C14H33CoF2NOSi3 as an isolated structure.

As for the multiplicity: 1. For the energy above the lowest of the compared OMol25 structures with the same formula, charge and spin, the calculation gives 0.0000 eV. Its net charge is +1. The calculation puts the orbital gap (alpha / beta) at 9.0 / 9.0 eV. The calculated total energy comes out at -3134.06910 a.u.

Each line ends with the natural charge from an NBO analysis.
Positions of all 55 atoms, in Å:
Co 0.3184 -0.7308 -0.5310  0.865
C -1.7050 1.4655 -0.6065  -0.237
O -0.4144 0.9541 -0.9598  -0.850
Si 1.1235 1.7852 -1.0852  2.005
C 1.1957 2.6098 -2.7441  -1.183
C 1.1139 3.0670 0.2616  -1.184
C 2.0028 0.2130 -0.7525  -1.724
Si 2.2797 -1.0513 -2.1067  1.652
C 0.9451 -0.9210 -3.4386  -1.130
C 3.9207 -1.1413 -2.9757  -1.120
C 1.7980 -2.6025 -1.1023  -1.094
Si 3.5029 0.3514 0.3994  1.720
C 4.2680 -1.3125 0.8124  -1.136
C 4.7455 1.4064 -0.5272  -1.130
C 3.1988 1.1315 2.0801  -1.135
H -2.0273 2.1628 -1.3788  0.201
H -1.6649 1.9690 0.3587  0.197
H -2.4009 0.6330 -0.5503  0.202
H 0.5486 3.4891 -2.7673  0.257
H 0.8932 1.9400 -3.5487  0.251
H 2.2125 2.9508 -2.9556  0.263
H 0.4012 3.8594 0.0199  0.257
H 2.0914 3.5404 0.3723  0.264
H 0.8383 2.6497 1.2312  0.245
H 1.2459 -0.1919 -4.1943  0.253
H -0.0502 -0.6228 -3.0948  0.233
H 0.8390 -1.8859 -3.9403  0.252
H 4.0907 -0.1943 -3.4935  0.255
H 3.9135 -1.9315 -3.7291  0.259
H 4.7626 -1.3160 -2.3089  0.253
H 1.1279 -2.4486 -0.2261  0.221
H 2.6834 -3.0359 -0.6384  0.283
H 1.3079 -3.3558 -1.7191  0.254
H 4.6079 -1.8938 -0.0439  0.230
H 3.5874 -1.9308 1.4019  0.245
H 5.1444 -1.1202 1.4365  0.254
H 5.0423 0.9349 -1.4663  0.239
H 5.6496 1.5532 0.0677  0.254
H 4.3527 2.3988 -0.7653  0.233
H 2.5287 0.5523 2.7170  0.237
H 2.8587 2.1661 2.0541  0.239
H 4.1689 1.1283 2.5859  0.256
C -3.6286 -3.7888 -2.4605  -0.590
C -3.2015 -3.6493 -0.9958  -0.523
C -2.1209 -2.6835 -0.8323  0.499
N -1.2730 -1.9247 -0.7133  -0.474
H -4.4332 -4.5173 -2.5267  0.240
H -2.8014 -4.1332 -3.0783  0.223
H -3.9897 -2.8409 -2.8550  0.224
H -2.8481 -4.5984 -0.5895  0.271
H -4.0287 -3.3163 -0.3668  0.270
F 0.8108 -1.5804 1.8944  -0.348
C 0.2214 -0.4954 1.3199  0.509
F -1.0927 -0.5013 1.6784  -0.351
H 0.6763 0.4109 1.7131  0.145


Entry 4:
ORCA calculation (ωB97M-V/def2-TZVPD) on C34H23Cl4N2O4PS2Sc as an isolated structure.

As for the multiplicity: 1. For the energy above the lowest of the compared OMol25 structures with the same formula, charge and spin, the calculation gives 0.0000 eV. Its net charge is -1. The calculation puts the orbital gap at 7.4 eV. The calculated total energy comes out at -5459.15267 a.u.

Each line ends with the Löwdin charge.
Positions of all 71 atoms, in Å:
Sc -0.4471 -0.0310 -0.5678  0.628
C 5.0625 4.0056 -1.1668  -0.104
C 3.9970 3.6340 -1.9751  -0.078
C 2.8675 3.0582 -1.4160  -0.109
C 2.7912 2.8363 -0.0402  -0.362
C 3.8667 3.2099 0.7628  -0.091
C 4.9942 3.7939 0.2011  -0.100
P 1.2552 2.0753 0.5949  1.106
C 1.5770 1.8301 2.3710  -0.354
C 2.5345 0.8866 2.7467  -0.109
C 2.7571 0.5997 4.0821  -0.080
C 2.0064 1.2324 5.0645  -0.093
C 1.0388 2.1545 4.7003  -0.080
C 0.8266 2.4564 3.3612  -0.066
C 0.1046 3.4713 0.5483  -0.323
C 0.5122 4.7530 0.8280  -0.088
C -0.4204 5.8032 0.8822  -0.086
C -1.7448 5.5343 0.6787  -0.045
C -2.1949 4.2270 0.3842  -0.175
C -3.5702 3.9625 0.1912  -0.056
C -3.9767 2.6924 -0.0854  -0.080
C -3.0322 1.6495 -0.2177  -0.154
C -1.6683 1.8252 -0.0720  -0.170
C -1.2599 3.1572 0.2799  -0.193
H 5.9481 4.4498 -1.6045  0.098
H 4.0418 3.7717 -3.0475  0.103
H 2.0419 2.7680 -2.0561  0.087
H 3.8223 3.0517 1.8322  0.099
H 5.8231 4.0779 0.8381  0.099
H 3.1030 0.3639 1.9872  0.092
H 3.5055 -0.1338 4.3561  0.100
H 2.1680 0.9949 6.1086  0.096
H 0.4352 2.6384 5.4580  0.101
H 0.0616 3.1716 3.0880  0.107
H 1.5604 4.9536 1.0172  0.104
H -0.0888 6.8110 1.0995  0.096
H -2.4813 6.3290 0.7374  0.105
H -4.2792 4.7793 0.2721  0.103
H -5.0291 2.4736 -0.2266  0.099
H -3.4231 0.6701 -0.4650  0.045
Cl 0.0346 -2.7754 -1.0658  0.777
C -1.4888 -3.3863 -1.6729  -0.611
C -1.6955 -4.7481 -1.5751  -0.123
C -2.8694 -5.2943 -2.0664  -0.104
C -3.8104 -4.4587 -2.6457  -0.134
C -3.5750 -3.0978 -2.7233  -0.681
Cl -4.8085 -2.1210 -3.4613  0.640
C -2.4032 -2.4845 -2.2380  -0.706
S -2.1417 -0.7768 -2.3848  0.622
H -0.9364 -5.3668 -1.1165  0.100
H -3.0498 -6.3585 -1.9980  0.097
H -4.7384 -4.8495 -3.0394  0.095
O -1.5683 -0.1438 2.9587  -0.265
Cl -1.1502 -1.1289 2.0348  0.687
O -1.0672 -2.4138 2.6232  -0.278
O -2.0046 -1.1475 0.8496  -0.400
O 0.1674 -0.7559 1.4618  -0.467
Cl 6.0440 0.2886 -0.9518  0.692
C 4.8100 -0.7479 -0.3230  -0.636
C 5.1391 -1.8548 0.4371  -0.094
C 4.1036 -2.6455 0.9093  -0.054
C 2.7988 -2.2896 0.6055  -0.166
N 2.4905 -1.2191 -0.1209  0.046
C 3.4773 -0.4615 -0.5881  -0.179
H 6.1747 -2.0862 0.6464  0.105
H 4.3026 -3.5250 1.5064  0.103
H 1.9622 -2.8677 0.9818  0.091
H 3.2134 0.3916 -1.1976  0.058
S 2.7625 0.4967 -4.2211  0.536
C 1.6279 0.4518 -3.0763  -0.970
N 0.8350 0.4259 -2.2108  -0.055


Entry 5:
ORCA calculation (ωB97M-V/def2-TZVPD) on a 5-piece molecular cluster, C4H17NO4 overall in a non-equilibrium geometry.

As for the multiplicity: 1. As for the SMILES: CC/C=C/N.O.O.O.O. For the energy above the lowest of the compared OMol25 structures with the same formula, charge and spin, the calculation gives 1.2053 eV. Its net charge is 0. The calculation puts the orbital gap at 8.5 eV. The calculated total energy comes out at -518.26045 a.u.

Each line ends with the natural charge from an NBO analysis.
Positions of all 26 atoms, in Å:
C 1.7863 -0.3462 -2.0646  -0.602
C 2.6308 -0.7858 -0.8020  -0.419
C 1.6565 -1.2196 0.2453  -0.425
C 0.9418 -0.2561 0.8791  0.046
N 0.0995 -0.3532 1.9052  -0.802
H 1.3853 0.7436 -1.8789  0.217
H 1.1003 -1.1009 -2.3149  0.178
H 2.3951 -0.2379 -3.0071  0.203
H 3.2634 -1.6392 -1.0429  0.211
H 3.2418 0.1426 -0.5482  0.211
H 1.5422 -2.2051 0.6861  0.204
H 0.8935 0.7711 0.4928  0.209
H -0.6391 0.2773 2.0784  0.410
H 0.0329 -1.2943 2.3164  0.374
O -2.9815 -0.3783 -0.5312  -1.003
H -2.3167 -1.1433 -0.7208  0.513
H -3.4189 -0.3426 -1.5016  0.478
O -0.8313 -2.1451 -1.2236  -0.969
H -0.1442 -1.7597 -0.6889  0.499
H -0.6004 -2.1650 -2.0993  0.473
O -2.1726 1.7722 0.8505  -0.971
H -2.0828 1.0454 0.2574  0.499
H -2.9563 1.5525 1.2529  0.466
O 0.4144 3.1774 1.0152  -0.971
H -0.6228 3.2758 1.0744  0.505
H 0.7055 2.7886 1.8745  0.467


Entry 6:
ORCA calculation (ωB97M-V/def2-TZVPD) on C41H36CdF15GeN8P2S as an isolated structure in a non-equilibrium geometry.

As for the multiplicity: 1. For the energy above the lowest of the compared OMol25 structures with the same formula, charge and spin, the calculation gives 0.0000 eV. Its net charge is +1. The calculation puts the orbital gap at 8.2 eV. The calculated total energy comes out at -6845.40249 a.u.

Each line ends with the Löwdin charge.
Positions of all 105 atoms, in Å:
Cd -0.0902 -0.6277 0.9323  1.149
C -3.7431 -0.9714 5.4520  -0.023
N -2.5556 -1.3022 4.6845  -0.124
C -1.8193 -2.4443 4.8252  -0.049
C -0.7865 -2.3422 3.9372  -0.156
N -0.8770 -1.1635 3.2578  -0.003
C -1.9497 -0.5472 3.7204  -0.465
P -2.6137 1.0658 3.1746  1.171
C -1.0652 1.9422 2.8139  -0.473
N -0.0925 1.5495 2.0082  -0.009
C 0.7346 2.6155 1.8524  -0.143
C 0.2699 3.6691 2.5906  -0.031
N -0.8726 3.2375 3.1958  -0.125
C -1.7371 4.0069 4.0736  -0.030
C -3.0245 0.6275 1.4438  -0.454
N -2.1791 0.2667 0.4917  -0.017
C -2.8970 0.1699 -0.6590  -0.126
C -4.2076 0.4619 -0.4043  -0.029
N -4.2819 0.7547 0.9278  -0.122
C -5.4952 1.0602 1.6653  -0.022
H -3.6119 -1.2866 6.4846  0.099
H -4.6249 -1.4691 5.0474  0.097
H -3.9069 0.1021 5.4316  0.062
H -2.0777 -3.2151 5.5312  0.128
H 0.0216 -3.0346 3.7646  0.089
H 1.5833 2.5730 1.1920  0.089
H 0.6467 4.6692 2.7174  0.129
H -1.2492 4.9415 4.3351  0.096
H -1.9358 3.4528 4.9884  0.085
H -2.6834 4.2338 3.5838  0.091
H -2.4256 -0.0738 -1.5962  0.088
H -5.0682 0.4832 -1.0511  0.131
H -6.2136 1.5418 1.0074  0.099
H -5.2675 1.7282 2.4914  0.065
H -5.9429 0.1502 2.0668  0.097
N -2.1481 -3.1051 1.0128  -0.019
C -2.5491 -3.6487 -0.2938  -0.279
C -1.3675 -4.2537 -1.0324  -0.193
C -0.2575 -3.2915 -1.4568  -0.269
N 0.5442 -2.7672 -0.3306  -0.081
H -1.6593 -3.8270 1.5336  0.060
H -2.9728 -2.8713 1.5556  0.064
H -2.9666 -2.8350 -0.8844  0.096
H -3.3262 -4.4144 -0.1886  0.110
H -1.7469 -4.7369 -1.9340  0.116
H -0.9344 -5.0514 -0.4157  0.113
H -0.6724 -2.4319 -1.9919  0.099
H 0.3863 -3.8360 -2.1530  0.108
H 1.3559 -2.3049 -0.7377  -0.014
H 0.8893 -3.5571 0.2081  0.067
F 0.2530 3.3588 -1.4811  0.057
C 0.4244 3.6155 -2.7823  -0.229
C 0.7316 2.6001 -3.6716  -0.132
C 0.8513 2.9461 -5.0067  -0.232
F 1.1175 1.9781 -5.8975  0.100
C 0.7088 4.2445 -5.4561  -0.136
F 0.8485 4.5482 -6.7433  0.136
C 0.4119 5.2405 -4.5387  -0.130
F 0.2625 6.4939 -4.9431  0.145
C 0.2620 4.9258 -3.1996  -0.137
F -0.0428 5.8807 -2.3190  0.123
Ge 0.9477 0.6873 -3.1571  0.650
S 1.2130 0.3656 -1.0696  0.164
C 2.6632 -0.0074 -3.8958  -0.145
C 2.9242 -1.3533 -3.7017  -0.249
F 1.9657 -2.1293 -3.1525  0.048
C 4.1305 -1.9405 -4.0198  -0.139
F 4.3404 -3.2393 -3.8033  0.125
C 5.1393 -1.1501 -4.5487  -0.130
F 6.3109 -1.6888 -4.8555  0.145
C 4.9309 0.2067 -4.7252  -0.136
F 5.9151 0.9697 -5.1922  0.135
C 3.7034 0.7568 -4.3906  -0.207
F 3.5535 2.0796 -4.5338  0.104
C -0.5329 -0.0763 -4.2847  -0.110
C -0.4173 -0.9637 -5.3427  -0.213
F 0.7602 -1.5000 -5.6649  0.115
C -1.5045 -1.3202 -6.1262  -0.135
F -1.3585 -2.1883 -7.1210  0.140
C -2.7485 -0.7690 -5.8694  -0.131
F -3.7943 -1.1111 -6.6046  0.149
C -2.8976 0.1333 -4.8288  -0.142
F -4.0887 0.6700 -4.5679  0.125
C -1.7945 0.4507 -4.0619  -0.242
F -1.9608 1.3052 -3.0322  0.050
C 2.9496 -2.8487 2.4903  -0.266
P 2.4623 -1.1697 1.9064  0.818
C 3.8850 -0.8225 0.7987  -0.291
C 2.8755 -0.1440 3.3582  -0.399
C 3.4303 1.1222 3.1799  -0.115
C 3.7255 1.9201 4.2735  -0.075
C 3.4486 1.4747 5.5577  -0.080
C 2.8803 0.2231 5.7450  -0.078
C 2.5987 -0.5818 4.6514  -0.107
H 2.1344 -3.3277 3.0325  0.014
H 3.8225 -2.7920 3.1398  0.056
H 3.1938 -3.4568 1.6190  0.040
H 4.8106 -0.8191 1.3749  0.059
H 3.7496 0.1254 0.2849  -0.001
H 3.9283 -1.5965 0.0308  0.039
H 3.6491 1.4789 2.1817  0.095
H 4.1760 2.8933 4.1245  0.109
H 3.6882 2.0946 6.4117  0.106
H 2.6615 -0.1240 6.7466  0.106
H 2.1661 -1.5630 4.8120  0.091